## one
Density functional theory data (ωB97M-V/def2-TZVPD) for a cluster of 9 separate species, C54H135N9O18 in total.

Orbital gap   8.91 eV
Molar mass   1198.72 g/mol

The geometry in ORCA input format:
```
! RIJCOSX wB97M-V def2-TZVPD def2/J DEFGRID3
* xyz 0 1
C 1.09205 8.43619 -7.14933
O -0.24548 8.11031 -6.95809
C -0.68050 7.33263 -8.06415
C -2.09188 6.73599 -7.65359
N -2.78664 6.06962 -8.74671
C -3.78371 5.13518 -8.31536
C -4.70658 4.85932 -9.48464
O -5.39452 6.03557 -10.05977
C -6.05148 6.81074 -9.11813
H 1.73005 7.55548 -7.22282
H 1.42906 9.04440 -6.30992
H 1.22164 9.08283 -8.01719
H 0.02283 6.53332 -8.29767
H -0.66230 7.91965 -8.98239
H -2.71578 7.50406 -7.19651
H -1.83933 6.00423 -6.88623
H -3.25336 6.73332 -9.34818
H -4.36340 5.56100 -7.49638
H -3.46680 4.18156 -7.89312
H -5.50932 4.19148 -9.17208
H -4.21084 4.27172 -10.25734
H -6.83720 6.35205 -8.51784
H -6.72250 7.49560 -9.63660
H -5.44691 7.35065 -8.38937
C -3.26253 0.20089 -17.01224
O -2.15514 1.07632 -17.03221
C -2.51955 2.31646 -16.37652
C -1.35385 3.23305 -16.09478
N -1.73763 4.25406 -15.13620
C -0.57303 5.06505 -14.72565
C -0.92008 6.06256 -13.54171
O -0.79282 5.46864 -12.24021
C -1.86676 4.66217 -11.73619
H -2.98790 -0.70577 -17.55135
H -4.06907 0.65693 -17.58636
H -3.65909 0.02739 -16.01187
H -3.10250 2.17261 -15.46681
H -3.23141 2.90512 -16.95517
H -1.03840 3.67949 -17.03780
H -0.50835 2.64755 -15.73365
H -2.32591 4.98998 -15.50013
H -0.12019 5.67926 -15.50397
H 0.19812 4.44758 -14.26506
H -1.92925 6.46066 -13.64753
H -0.16227 6.83832 -13.43208
H -1.61884 4.17958 -10.79081
H -2.06357 3.81906 -12.39840
H -2.71695 5.31552 -11.54022
C -8.80941 5.70686 -12.36539
O -8.57841 4.62184 -13.22555
C -9.47658 4.65729 -14.31221
C -9.25003 3.54330 -15.32440
N -8.00695 3.50903 -16.01155
C -7.64428 2.19820 -16.54959
C -8.58311 1.81755 -17.66313
O -8.34361 0.51651 -18.18044
C -7.24550 0.45577 -19.06254
H -8.14831 5.70561 -11.49876
H -9.81940 5.66735 -11.95739
H -8.60945 6.60496 -12.94979
H -9.53631 5.60533 -14.84677
H -10.48001 4.58955 -13.89191
H -10.05540 3.62093 -16.05477
H -9.36182 2.64225 -14.72131
H -7.15609 3.82295 -15.56703
H -7.71952 1.53834 -15.68529
H -6.65528 2.17487 -17.00721
H -8.49876 2.52241 -18.49028
H -9.61281 1.90585 -17.31668
H -7.14467 1.29368 -19.75236
H -7.32625 -0.51150 -19.55848
H -6.37744 0.40387 -18.40536
C 2.82937 4.42590 -10.33946
O 4.18697 4.52301 -10.22868
C 4.89630 3.31274 -10.39557
C 4.81708 2.67200 -11.84844
N 3.45084 2.09671 -11.90962
C 3.45583 1.19000 -13.08304
C 2.21149 0.21054 -13.08763
O 0.96413 0.75349 -13.59037
C 0.15042 1.55965 -12.69709
H 2.41974 3.60157 -9.75569
H 2.51393 4.32466 -11.37789
H 2.41499 5.42076 -10.17621
H 4.60068 2.62166 -9.60619
H 5.89594 3.70927 -10.21788
H 5.62974 1.95565 -11.96887
H 4.99507 3.52726 -12.50033
H 2.73923 2.78991 -12.09180
H 4.38528 0.63964 -12.93704
H 3.55722 1.70359 -14.03910
H 2.11181 -0.16942 -12.07087
H 2.40376 -0.62945 -13.75512
H -0.21594 0.99804 -11.83774
H -0.73646 1.96573 -13.18354
H 0.69931 2.42132 -12.31716
C -3.01777 9.48012 -10.60686
O -4.26679 9.71974 -11.34636
C -4.55078 8.84489 -12.47710
C -3.58235 9.17681 -13.61704
N -3.64491 10.56814 -14.07194
C -2.88082 10.91983 -15.26761
C -3.03521 12.37165 -15.76703
O -2.64432 13.30382 -14.70740
C -2.44511 14.61040 -15.08405
H -3.09904 9.94464 -9.62415
H -2.26304 9.99881 -11.19800
H -2.76493 8.42413 -10.51164
H -5.55705 8.97596 -12.87501
H -4.53925 7.78502 -12.22285
H -3.87700 8.56626 -14.47056
H -2.55714 8.91812 -13.35219
H -3.46774 11.19156 -13.29731
H -3.23987 10.17732 -15.98026
H -1.83036 10.70735 -15.06891
H -4.03145 12.55840 -16.16794
H -2.41380 12.43637 -16.66020
H -2.32201 15.32846 -14.27329
H -3.39621 14.91603 -15.52005
H -1.66585 14.82279 -15.81600
C -6.16392 1.58197 -10.82848
O -4.90793 2.11746 -11.21759
C -4.85008 2.39893 -12.65368
C -5.22619 3.81196 -13.14097
N -4.97273 4.08568 -14.56943
C -5.26039 5.51763 -14.89059
C -5.07485 5.84143 -16.28252
O -3.63070 5.92266 -16.40904
C -3.15589 6.13178 -17.71301
H -6.34583 0.56964 -11.18930
H -6.92317 2.28917 -11.16240
H -6.30551 1.58459 -9.74772
H -5.38610 1.68165 -13.27520
H -3.80896 2.13040 -12.83274
H -4.70104 4.55004 -12.53471
H -6.28234 3.95900 -12.91507
H -4.03233 3.80741 -14.81088
H -4.62207 6.12244 -14.24650
H -6.28951 5.68896 -14.57493
H -5.58222 6.77725 -16.51686
H -5.52248 5.12672 -16.97311
H -3.39114 5.24927 -18.30793
H -2.07777 6.29228 -17.71481
H -3.57400 7.00453 -18.21461
C 1.20333 5.72443 -18.90882
O 0.80494 4.37358 -18.90936
C 1.01805 3.65937 -20.13350
C 0.59947 2.16456 -19.74880
N 1.04259 1.21043 -20.87905
C 0.77219 -0.18020 -20.30000
C 1.01565 -1.44579 -21.19451
O -0.24108 -1.73111 -21.87996
C -0.64352 -3.02178 -22.09607
H 2.25552 5.89828 -18.68349
H 0.74061 6.22957 -18.06099
H 0.95735 6.30110 -19.80048
H 2.06160 3.71739 -20.44291
H 0.35515 4.12879 -20.86036
H -0.48415 2.09311 -19.65518
H 1.16028 1.86009 -18.86512
H 0.35948 1.30265 -21.61727
H -0.26566 -0.31706 -19.99628
H 1.31851 -0.24308 -19.35889
H 1.35851 -2.23257 -20.52255
H 1.94674 -1.31847 -21.74676
H -0.92750 -3.53231 -21.17584
H 0.13395 -3.62865 -22.56014
H -1.50090 -3.11643 -22.76242
C -0.18010 3.28417 -8.15863
O 1.10356 2.95670 -7.78657
C 1.58967 3.66064 -6.72594
C 3.02488 3.29111 -6.49244
N 3.18612 1.90466 -6.09912
C 4.59635 1.54803 -6.04608
C 4.58702 0.04618 -5.51077
O 5.90179 -0.47683 -5.47950
C 5.97968 -1.92850 -5.37251
H -0.88163 2.68860 -7.57447
H -0.29885 2.95185 -9.18992
H -0.67494 4.24621 -8.02552
H 1.00701 3.51357 -5.81655
H 1.58855 4.70526 -7.03718
H 3.56678 3.76507 -5.67401
H 3.58748 3.41327 -7.41800
H 2.63844 1.25182 -6.64128
H 5.24105 2.10466 -5.36592
H 4.97587 1.67434 -7.06004
H 4.00655 -0.62531 -6.14343
H 4.15725 -0.06742 -4.51553
H 5.65079 -2.50145 -6.23950
H 5.38808 -2.27821 -4.52646
H 7.02399 -2.15750 -5.16021
C -12.13156 -6.95564 -18.01071
O -11.51376 -5.71654 -18.07445
C -10.29670 -5.49028 -17.36721
C -9.64665 -4.17789 -17.72218
N -8.58269 -3.83496 -16.81599
C -7.84440 -2.60467 -17.12574
C -6.70773 -2.38484 -16.09954
O -7.22020 -2.11488 -14.76957
C -6.21134 -2.06261 -13.79180
H -12.19988 -7.24510 -16.96207
H -11.40159 -7.59064 -18.51271
H -13.13271 -6.90465 -18.43873
H -9.59795 -6.28338 -17.63339
H -10.30034 -5.58570 -16.28140
H -10.46415 -3.46684 -17.60303
H -9.34989 -4.20521 -18.77065
H -8.93721 -3.63492 -15.89165
H -8.57719 -1.80442 -17.02216
H -7.36037 -2.60205 -18.10237
H -6.16436 -1.48226 -16.37917
H -5.98078 -3.18922 -15.98720
H -6.08153 -3.07157 -13.40032
H -6.51287 -1.44929 -12.94266
H -5.20761 -1.77000 -14.10005
*
```

---

## two
Density functional theory data (ωB97M-V/def2-TZVPD) for a cluster of 9 separate species, C54H135N9O18 in total.

Orbital gap   8.71 eV
Molar mass   1198.72 g/mol

The geometry in ORCA input format:
```
! RIJCOSX wB97M-V def2-TZVPD def2/J DEFGRID3
* xyz 0 1
C 5.35487 1.83575 -0.18950
O 4.91231 3.12956 -0.56321
C 3.51678 3.16908 -0.75521
C 3.07540 2.21867 -1.90375
N 3.69764 2.59472 -3.15575
C 3.34855 1.75622 -4.28239
C 3.83725 2.09773 -5.60492
O 3.47111 1.07561 -6.51100
C 3.97145 1.17986 -7.80265
H 5.39024 1.20223 -1.06841
H 4.59425 1.36791 0.46596
H 6.34424 1.89552 0.26396
H 3.22606 4.17569 -1.02897
H 2.97945 2.95886 0.14036
H 1.98499 2.28853 -1.98167
H 3.31281 1.18659 -1.72267
H 4.58360 3.13932 -3.11671
H 2.27966 1.68233 -4.33804
H 3.54387 0.71125 -4.18332
H 4.97927 2.23337 -5.57324
H 3.56558 3.09222 -6.01650
H 4.12104 0.16490 -8.20522
H 4.93773 1.70540 -7.75986
H 3.29734 1.68176 -8.47384
C -3.35001 1.02959 8.47874
O -1.98673 1.10132 8.00940
C -1.07766 1.27333 8.99646
C 0.17999 1.87780 8.31719
N -0.07474 3.25955 7.84931
C 0.98240 3.63221 6.93159
C 0.63465 4.91452 6.15516
O -0.71838 4.79734 5.65310
C -0.96960 5.40533 4.39966
H -3.50758 0.09492 9.12759
H -3.98729 0.91109 7.61111
H -3.62838 1.97097 9.03233
H -0.97977 0.31843 9.45218
H -1.29462 1.99258 9.77287
H 0.38474 1.25317 7.43303
H 0.99376 1.90682 9.08415
H -0.94486 3.32970 7.32423
H 1.26632 2.82670 6.29524
H 1.89573 3.83666 7.49056
H 1.31953 5.13276 5.33305
H 0.63120 5.71581 6.87164
H -1.96819 5.10902 4.05928
H -0.20308 5.11463 3.65351
H -0.91642 6.47690 4.49398
C 0.77752 -6.07737 1.04391
O -0.25496 -5.99602 0.03119
C -1.31669 -5.18408 0.43364
C -2.29335 -5.07076 -0.72997
N -1.99892 -3.90935 -1.61688
C -0.80541 -3.98815 -2.52279
C -0.68410 -5.10313 -3.60119
O -1.60898 -4.83292 -4.61489
C -1.60014 -5.68750 -5.72209
H 1.20104 -5.07954 1.34854
H 1.50019 -6.80783 0.63330
H 0.34451 -6.43191 1.97919
H -0.92084 -4.22816 0.76615
H -1.76654 -5.64270 1.27471
H -3.23878 -4.81216 -0.36488
H -2.25949 -6.07281 -1.21595
H -2.84068 -3.80749 -2.15013
H 0.09103 -4.05640 -1.89556
H -0.69528 -3.08114 -3.12265
H -0.73489 -6.15548 -3.21578
H 0.33857 -4.89431 -3.97648
H -1.97832 -6.63520 -5.40392
H -0.53909 -5.74090 -6.13932
H -2.26357 -5.13781 -6.39164
C 3.19737 -3.88196 -3.91534
O 2.03945 -3.17145 -4.01813
C 1.89314 -2.37988 -5.24019
C 0.65142 -1.49502 -5.18352
N 0.53404 -0.82463 -6.48663
C -0.77711 -0.12968 -6.60612
C -0.75997 0.70912 -7.79510
O 0.29537 1.64867 -7.77519
C 0.25141 2.40983 -8.96619
H 3.23868 -4.21144 -2.86134
H 4.02895 -3.14244 -3.97541
H 3.21949 -4.76637 -4.61576
H 1.79429 -3.08992 -6.05114
H 2.80497 -1.85863 -5.42852
H 0.70299 -0.77911 -4.28843
H -0.18004 -2.15111 -5.00249
H 1.22107 -0.06545 -6.52201
H -1.11687 0.39098 -5.69679
H -1.56253 -0.90250 -6.84615
H -1.73694 1.28352 -7.75135
H -0.61758 0.03310 -8.67020
H 1.23572 2.90138 -8.94552
H -0.63248 3.10659 -8.95676
H 0.26225 1.83536 -9.89146
C 0.03097 3.63017 -3.73768
O -0.33468 2.41066 -3.17520
C -1.70568 2.14567 -3.31026
C -2.01638 0.87089 -2.64817
N -3.43253 0.51557 -2.63799
C -4.04809 0.11345 -3.87782
C -3.47759 -1.16161 -4.39944
O -4.02821 -1.52292 -5.64204
C -3.64371 -2.79643 -6.06935
H -0.00327 3.54043 -4.84716
H 1.03509 3.87708 -3.47833
H -0.65103 4.43723 -3.43919
H -1.95371 2.05114 -4.43085
H -2.40256 2.88757 -2.89613
H -1.73478 0.96044 -1.57291
H -1.27490 0.05741 -3.01846
H -3.62105 -0.14016 -1.86380
H -3.94777 0.91300 -4.63814
H -5.14850 0.05158 -3.85277
H -3.70781 -2.00326 -3.65729
H -2.40645 -1.27513 -4.48330
H -4.23115 -3.04495 -6.91799
H -3.82643 -3.47154 -5.21929
H -2.55783 -2.91305 -6.21015
C 2.55974 -4.70755 5.33494
O 2.06921 -3.40767 5.36330
C 2.34002 -2.84521 6.66618
C 2.00203 -1.36727 6.63259
N 2.77666 -0.58034 5.70160
C 4.08666 -0.15539 6.11652
C 4.96238 0.30836 4.93103
O 4.90472 -0.73287 3.95295
C 5.55594 -0.31419 2.77222
H 2.04658 -5.26391 6.11340
H 3.65016 -4.71284 5.44527
H 2.28003 -5.12597 4.37683
H 3.36254 -3.08487 6.79268
H 1.76425 -3.34744 7.47693
H 2.09084 -0.91283 7.62816
H 0.87589 -1.33312 6.34089
H 2.84793 -1.10858 4.80754
H 4.71336 -0.95299 6.63665
H 3.96863 0.65792 6.84112
H 5.97894 0.46841 5.30580
H 4.63659 1.23749 4.42864
H 5.54151 -1.11446 2.03627
H 6.54447 0.06639 2.92470
H 4.99443 0.48552 2.30355
C 1.44429 -0.90462 -1.31652
O 1.34460 -0.79867 0.11484
C 1.74883 -1.91962 0.82179
C 1.30144 -1.83964 2.29463
N -0.15331 -1.67282 2.34315
C -0.77442 -1.61519 3.62593
C -0.59252 -0.35613 4.43845
O -1.33695 0.62077 3.68906
C -1.44658 1.76153 4.49146
H 0.79947 -1.70597 -1.69859
H 2.46086 -1.13960 -1.62969
H 1.01030 -0.06893 -1.78536
H 2.82449 -2.11148 0.71941
H 1.28270 -2.82932 0.29910
H 1.86885 -0.99716 2.77387
H 1.60968 -2.71237 2.83971
H -0.47920 -0.93476 1.76169
H -0.46384 -2.42849 4.23626
H -1.87289 -1.77205 3.59564
H 0.43382 -0.07633 4.51698
H -1.05872 -0.52238 5.40025
H -0.76160 2.59283 4.20856
H -1.38608 1.57140 5.53865
H -2.40853 2.29342 4.38916
C -5.86444 -3.43297 -3.24271
O -5.30273 -3.11281 -1.98575
C -5.99239 -2.06447 -1.29774
C -5.22045 -1.76912 -0.03862
N -3.88924 -1.25464 -0.24981
C -3.44323 -0.51062 0.86500
C -3.73388 1.00716 0.61920
O -5.15603 1.25977 0.63823
C -5.44837 2.58904 0.22738
H -5.27399 -4.32848 -3.52648
H -5.63244 -2.60046 -3.93465
H -6.95635 -3.71257 -3.23274
H -6.91707 -2.55848 -1.00788
H -6.15145 -1.12586 -1.83901
H -5.15891 -2.69249 0.58498
H -5.76826 -1.01538 0.53348
H -3.20757 -1.94901 -0.55033
H -2.36788 -0.54318 1.10406
H -3.98796 -0.72576 1.76583
H -3.31890 1.52412 -0.22741
H -3.21763 1.59773 1.44376
H -4.68266 2.91358 -0.49514
H -5.47566 3.37349 0.99418
H -6.42056 2.61242 -0.29818
C -1.76326 5.76449 -0.73811
O -0.87481 4.77249 -0.27936
C -1.61398 3.60672 0.11860
C -0.65361 2.51883 0.59500
N 0.17473 2.96272 1.72138
C 1.10935 1.94059 2.05662
C 2.06156 2.32995 3.16593
O 2.97205 3.20641 2.51230
C 3.74038 3.90556 3.45700
H -2.40248 5.34115 -1.45805
H -1.19374 6.59307 -1.18385
H -2.44529 6.05097 0.11038
H -2.16003 3.29660 -0.80043
H -2.38837 3.89203 0.86166
H -0.08003 2.22128 -0.26048
H -1.22813 1.66509 0.99552
H 0.70830 3.72167 1.38506
H 1.76440 1.48327 1.25006
H 0.57713 1.05727 2.38511
H 2.57889 1.51854 3.66088
H 1.50964 2.86732 3.97172
H 4.11625 3.27522 4.25829
H 3.14767 4.65628 3.96774
H 4.62474 4.28720 3.02725
*
```

---

## three
Density functional theory data (ωB97M-V/def2-TZVPD) for a cluster of 9 separate species, C54H135N9O18 in total.

Orbital gap   8.77 eV
Molar mass   1198.72 g/mol

The geometry in ORCA input format:
```
! RIJCOSX wB97M-V def2-TZVPD def2/J DEFGRID3
* xyz 0 1
C 2.65467 -3.64149 -5.15283
O 3.73616 -4.50775 -4.86668
C 3.25275 -5.81421 -4.61912
C 4.43415 -6.65508 -4.30304
N 5.13168 -6.30368 -3.05025
C 4.34404 -6.72201 -1.88790
C 5.25824 -6.60196 -0.67082
O 5.59194 -5.22994 -0.45967
C 6.29510 -5.03160 0.70521
H 2.99842 -2.61822 -5.23208
H 1.85686 -3.79570 -4.42342
H 2.27657 -3.88352 -6.16487
H 2.80356 -6.21385 -5.58097
H 2.56012 -5.75550 -3.72886
H 5.20431 -6.65285 -5.10765
H 4.13582 -7.68463 -4.23159
H 5.48717 -5.37222 -3.13733
H 4.13023 -7.78391 -2.04306
H 3.34627 -6.24989 -1.75813
H 6.19200 -7.18454 -0.85084
H 4.84719 -6.98057 0.22619
H 5.65612 -5.28030 1.56569
H 6.65278 -4.03279 0.75083
H 7.18719 -5.74383 0.75886
C -3.92658 1.28930 3.50426
O -3.08451 2.41175 3.37548
C -3.55437 3.51008 4.12188
C -3.08025 3.50980 5.52926
N -1.63588 3.48810 5.62215
C -0.95379 4.75238 5.41388
C 0.49944 4.68628 5.16543
O 0.85911 4.06629 3.98344
C 0.74343 4.74414 2.79701
H -3.99560 0.89856 4.54719
H -3.48905 0.47154 2.94524
H -4.96535 1.50421 3.19595
H -4.65128 3.49284 4.10674
H -3.22787 4.41458 3.57328
H -3.47130 2.59291 6.02280
H -3.45194 4.41162 6.01401
H -1.26084 2.75804 4.98703
H -1.17486 5.41379 6.31217
H -1.40247 5.37876 4.60671
H 0.98891 4.18390 6.02271
H 0.79440 5.73273 5.14768
H 1.03391 4.02204 2.01207
H 1.41946 5.60031 2.79730
H -0.26602 5.14499 2.70427
C 0.17121 -2.40132 6.04770
O 0.01978 -1.09575 5.44309
C 0.63958 -0.08087 6.29630
C 1.19103 1.12946 5.50770
N 2.58055 0.76435 4.98956
C 3.04220 1.88370 4.18486
C 4.45423 1.67593 3.86217
O 4.62316 0.58186 3.04237
C 5.92526 0.36679 2.68038
H 1.19806 -2.60304 6.30787
H -0.23207 -3.06486 5.32071
H -0.39097 -2.49288 6.96324
H 1.53920 -0.42657 6.90801
H -0.15472 0.23857 6.98021
H 1.27145 1.74256 6.37767
H 0.67327 1.54464 4.67767
H 2.48243 -0.10346 4.50056
H 3.05395 2.84416 4.74194
H 2.38743 2.04937 3.28498
H 5.04393 1.67380 4.78249
H 4.75860 2.57307 3.30149
H 5.95417 -0.50980 2.02621
H 6.56087 0.25933 3.57490
H 6.25880 1.14790 1.99023
C -3.45714 1.34999 -2.89684
O -3.78420 2.02792 -4.14023
C -2.67837 2.82113 -4.59372
C -3.10083 3.87717 -5.62343
N -4.21171 4.62877 -5.01638
C -4.87653 5.57179 -5.96325
C -5.93583 6.47565 -5.29541
O -6.88593 5.59786 -4.63152
C -7.42359 6.22191 -3.50863
H -2.79352 0.50030 -2.85002
H -4.41460 0.95880 -2.61565
H -3.24739 2.10685 -2.14723
H -1.98627 2.14576 -5.15373
H -2.18923 3.30922 -3.76430
H -3.41022 3.33925 -6.50348
H -2.26505 4.56319 -5.88097
H -4.91884 3.95940 -4.74095
H -5.36955 4.99641 -6.73958
H -4.19368 6.23526 -6.41055
H -6.49952 7.05865 -6.01632
H -5.44527 7.13540 -4.56838
H -7.93476 7.12719 -3.81853
H -6.66301 6.44364 -2.74137
H -8.11467 5.44038 -3.17046
C 5.89767 3.60584 0.67110
O 5.41906 2.29808 0.40406
C 4.08153 2.12074 0.15627
C 3.71702 0.70099 -0.17125
N 4.52234 0.18179 -1.31438
C 4.24018 -1.21903 -1.70895
C 5.29331 -1.84642 -2.63716
O 6.50997 -1.78656 -1.99031
C 7.53390 -2.50318 -2.59560
H 5.59298 4.23696 -0.16019
H 6.96399 3.55080 0.65650
H 5.49920 4.04909 1.56807
H 3.85700 2.76465 -0.72259
H 3.48456 2.48879 1.01775
H 2.65722 0.64927 -0.47247
H 3.80375 -0.03873 0.69333
H 5.47942 0.21402 -1.08402
H 3.22220 -1.29583 -2.19808
H 4.11089 -1.87898 -0.81722
H 5.45361 -1.27594 -3.60640
H 5.09470 -2.89426 -2.80555
H 7.40547 -3.53506 -2.41474
H 8.48681 -2.22656 -2.15704
H 7.63227 -2.35225 -3.71933
C -5.14004 2.57674 0.00270
O -4.03179 3.52236 -0.22197
C -4.46819 4.60143 -0.94594
C -3.42322 5.62898 -1.22133
N -3.74464 6.49304 -2.32305
C -2.87943 7.59752 -2.52979
C -1.37131 7.37070 -2.88948
O -1.39159 6.53729 -3.98190
C -0.11714 6.02929 -4.39494
H -4.69832 1.80184 0.64035
H -5.46562 2.08385 -0.92305
H -5.95406 3.03600 0.54092
H -5.23726 5.22985 -0.45894
H -4.78278 4.23305 -1.96615
H -2.42407 5.06422 -1.35409
H -3.36650 6.19750 -0.30667
H -3.91261 5.97689 -3.21420
H -2.92321 8.27869 -1.66427
H -3.25098 8.24455 -3.33379
H -0.85754 6.87225 -2.04098
H -0.92549 8.32068 -3.11576
H 0.72238 6.69572 -4.51352
H -0.30264 5.63186 -5.38693
H 0.11361 5.24342 -3.63518
C 0.14901 -5.77548 -2.16084
O 0.14942 -5.73652 -0.73975
C -0.72941 -6.66329 -0.08720
C -1.96571 -5.93687 0.38858
N -2.82309 -6.92813 1.06256
C -3.99674 -6.40433 1.70075
C -4.81935 -7.57754 2.14740
O -4.06228 -8.30582 3.12184
C -4.65765 -9.53426 3.55239
H -0.52437 -6.50660 -2.62152
H 1.19748 -5.94309 -2.51595
H -0.18867 -4.76278 -2.50496
H -0.18742 -6.99774 0.78357
H -1.05768 -7.52935 -0.72864
H -2.46159 -5.56386 -0.50132
H -1.62724 -5.05326 1.04709
H -2.32070 -7.33515 1.82542
H -4.60827 -5.79086 1.00587
H -3.76283 -5.72570 2.56947
H -4.88835 -8.29392 1.32107
H -5.76496 -7.26751 2.47553
H -4.26248 -10.40070 2.96994
H -5.74603 -9.39553 3.47861
H -4.30088 -9.68346 4.58471
C 1.56161 0.63101 -3.08823
O 0.79022 -0.27208 -2.30380
C -0.02238 -1.17203 -3.05911
C -0.70448 -2.05611 -2.03198
N -1.42043 -1.31201 -1.00041
C -2.46312 -2.07855 -0.26919
C -3.17401 -1.18466 0.71280
O -3.93593 -1.88055 1.62649
C -3.10441 -2.42058 2.64604
H 2.23613 0.02595 -3.67020
H 2.21473 1.21717 -2.40609
H 0.90112 1.18576 -3.76072
H 0.51728 -1.81487 -3.69147
H -0.76350 -0.59346 -3.62156
H 0.09469 -2.75786 -1.57470
H -1.40723 -2.73897 -2.52310
H -0.80876 -0.82203 -0.35051
H -1.99039 -2.90928 0.24276
H -3.14642 -2.51172 -0.96982
H -3.85111 -0.44996 0.19191
H -2.46782 -0.58285 1.29359
H -3.71328 -3.20749 3.09303
H -2.65679 -1.79395 3.41755
H -2.27573 -2.97090 2.16311
C 2.82444 -3.54971 2.38378
O 1.47836 -3.29246 2.38773
C 1.14987 -2.27943 1.41711
C 0.91138 -0.93398 2.11426
N 0.33251 -0.07437 1.04589
C -0.15863 1.19682 1.58776
C -0.57753 2.12314 0.46065
O 0.65779 2.62358 -0.07028
C 0.49774 3.40490 -1.25943
H 3.01363 -4.20228 3.22659
H 3.48197 -2.68367 2.42554
H 3.24668 -3.98869 1.49229
H 0.20973 -2.56965 0.89202
H 1.90288 -2.20502 0.60859
H 1.83958 -0.53430 2.57525
H 0.24845 -1.15059 2.91705
H 1.08525 0.26023 0.44195
H 0.56340 1.74208 2.26224
H -0.98437 0.87243 2.23672
H -1.11811 2.99235 0.92160
H -1.18698 1.56078 -0.26977
H -0.05743 4.30541 -0.95720
H -0.13011 2.81101 -1.92874
H 1.46095 3.54958 -1.75353
*
```

---

Most stable of them? two.